Below is a 3-piece molecular cluster, C4H13NO2 overall, with properties calculated with ωB97M-V/def2-TZVPD.

Structure (XYZ):
```
20
Properties=species:S:1:pos:R:3:forces:R:3:mulliken_charge:R:1
C -1.2599 -0.4042 4.0337 0.767 0.613 0.242 -1.0619
C -1.3408 -0.4142 2.5163 0.248 -1.063 0.968 -0.2196
C -0.2269 -0.2086 1.8297 0.781 1.716 -1.483 -0.1302
N -0.0006 -0.3289 0.4451 -0.269 -0.296 -0.071 -0.1569
C 1.3520 -0.1315 -0.0408 0.597 -0.560 -1.229 -0.8728
H -2.1660 -0.2674 4.6254 -0.225 -0.256 -0.477 0.3491
H -0.6064 0.4093 4.3711 -0.054 0.134 -0.221 0.2873
H -0.7136 -1.2824 4.3872 -0.458 -0.249 0.060 0.2393
H -2.1531 -0.9478 2.0454 -0.287 0.061 -0.095 0.2831
H 0.6170 0.3841 2.1936 -0.265 -0.414 0.866 0.2040
H -0.4388 -1.1237 0.0251 -0.317 -0.242 -0.136 0.2528
H 2.0285 0.0014 0.7992 0.172 0.466 -0.212 0.3177
H 1.4677 0.5879 -0.8684 -0.357 0.863 0.979 0.2020
H 1.7640 -0.9590 -0.6366 -0.379 -0.743 0.714 0.3148
O -0.8232 0.9122 -2.7579 -0.549 -0.251 0.641 -0.6081
H -1.5803 0.4944 -3.1788 0.103 -0.024 -0.588 0.2959
H -1.1592 0.9259 -1.8465 0.587 0.221 0.067 0.3228
O 1.9621 0.4695 -4.3259 0.114 -1.481 -1.064 -0.6415
H 1.4852 0.6094 -3.5232 -0.692 0.459 0.930 0.3068
H 1.6427 -0.4259 -4.5886 0.482 1.045 0.111 0.3153
```
Forces are in eV/Å.

Properties
- Kohn-Sham gap (eV) = 8.6
- HOMO (eV) = -8.04
- largest force on an atom (eV/A) = 2.40
- molar mass (g mol⁻¹) = 107.153


Below is C3H3N3O as an isolated structure, with properties calculated with ωB97M-V/def2-TZVPD.

Structure (XYZ):
```
10
Properties=species:S:1:pos:R:3:forces:R:3:mulliken_charge:R:1
N 2.3208 -0.6041 0.7454 -0.625 -0.053 -0.235 -0.4756
C 1.2274 -0.7040 0.2174 0.410 0.114 0.083 0.4142
N -1.1915 2.0442 -0.0541 0.386 -0.159 -0.183 -0.0524
N -1.2680 1.2546 -1.0128 0.027 0.154 0.342 -0.2268
O -0.8415 1.1095 0.9484 -0.311 0.201 -0.002 -0.2305
C -1.0588 0.1236 -0.0825 -0.096 -0.309 -0.235 0.2943
C 0.0061 -0.8922 -0.2463 0.172 0.078 -0.004 -0.6599
H 3.0760 -0.1762 0.2126 -0.129 -0.041 -0.016 0.2949
H -2.0500 -0.3270 0.0187 0.117 -0.142 0.165 0.2843
H -0.2206 -1.8285 -0.7468 0.049 0.156 0.085 0.3575
```
Forces are in eV/Å.

Properties
- Kohn-Sham gap (eV) = 10.3
- HOMO (eV) = -9.63
- largest force on an atom (eV/A) = 0.67
- molar mass (g mol⁻¹) = 97.077


Below is C26H27CrN3O2S3 as an isolated structure, with properties calculated with ωB97M-V/def2-TZVPD.

Structure (XYZ):
```
62
Properties=species:S:1:pos:R:3:forces:R:3:mulliken_charge:R:1
Cr 0.8076 0.0968 0.2660 0.923 2.537 0.276 0.7355
C -1.7197 2.5573 -0.7382 0.231 -0.080 0.005 -1.4949
N -1.7077 1.4218 0.2068 0.125 0.084 0.108 1.6440
C -2.8307 0.5740 -0.2205 0.056 -0.306 0.098 -1.2604
C -2.8955 -0.7863 0.4314 0.199 0.296 -0.044 -1.4376
N -1.7910 -1.6579 0.0506 -0.126 -0.226 -0.036 1.3886
C -1.8360 -2.8249 0.9333 0.171 0.221 0.024 -1.4303
C -1.7986 -2.0167 -1.3449 0.074 0.050 -0.119 -0.6418
C -2.7016 -2.9917 -1.7709 -0.060 -0.040 -0.042 -0.2966
C -2.7729 -3.4212 -3.0827 -0.084 -0.050 -0.012 -0.8414
C -1.9246 -2.8466 -4.0186 0.036 0.026 -0.010 -0.5610
C -1.0280 -1.8766 -3.6186 -0.030 -0.014 0.044 -0.8329
C -0.9257 -1.4294 -2.2867 0.028 -0.057 -0.175 0.8524
S 0.2528 -0.1368 -2.0571 -0.361 -0.031 0.690 -0.4423
C -1.8662 1.8729 1.5799 0.017 0.017 0.147 -0.7799
C -2.7875 2.8824 1.8513 -0.085 0.047 0.034 -0.3563
C -2.9765 3.3867 3.1257 -0.035 0.061 -0.017 -0.8886
C -2.2341 2.8646 4.1745 -0.007 -0.038 0.055 -0.5585
C -1.3287 1.8524 3.9281 0.007 0.046 -0.092 -0.7355
C -1.1134 1.3378 2.6407 -0.075 -0.033 0.015 1.0522
S 0.0465 0.0220 2.5344 -0.073 -0.421 -1.066 -0.4733
H -2.7489 2.8629 -0.9729 0.053 0.041 0.004 0.4803
H -1.2276 2.2430 -1.6566 0.000 -0.055 -0.044 0.2707
H -1.1820 3.4015 -0.3261 0.137 0.053 0.067 0.3956
H -2.7502 0.4478 -1.3023 0.038 0.027 -0.018 0.6696
H -3.7769 1.0964 -0.0146 -0.028 0.015 -0.056 0.4953
H -3.8609 -1.2492 0.1643 -0.049 0.002 0.037 0.3855
H -2.8686 -0.6736 1.5177 0.031 -0.009 0.034 0.6745
H -2.8617 -3.1922 1.0823 0.006 -0.065 -0.005 0.4900
H -1.4280 -2.5339 1.9023 -0.005 0.017 0.055 0.1984
H -1.2394 -3.6357 0.5237 0.046 -0.037 -0.032 0.3885
H -3.3783 -3.4266 -1.0438 0.036 0.011 0.023 0.2609
H -3.4829 -4.1874 -3.3694 -0.003 0.012 0.001 0.3912
H -1.9620 -3.1555 -5.0567 0.025 0.005 0.002 0.3730
H -0.3615 -1.4208 -4.3401 -0.001 -0.038 -0.030 0.4439
H -3.3700 3.3011 1.0392 0.032 -0.031 -0.010 0.2521
H -3.6841 4.1897 3.2918 -0.012 -0.016 0.003 0.3736
H -2.3578 3.2488 5.1802 0.010 -0.005 -0.003 0.3550
H -0.7343 1.4353 4.7312 -0.020 0.035 0.035 0.4280
O 4.9467 -0.2820 0.1907 -0.196 -0.018 0.004 -0.7287
C 3.9260 0.4009 0.1385 0.453 0.126 -0.032 0.4016
O 2.7493 -0.1219 0.1611 -1.088 -0.302 0.049 -0.3845
C 4.0624 1.8933 0.0191 -0.124 0.072 -0.007 -0.0685
C 5.3396 2.3876 -0.2529 0.078 0.015 0.023 -0.6747
C 5.5925 3.7415 -0.3385 0.053 0.026 -0.043 -0.5159
C 4.5486 4.6405 -0.1315 -0.065 -0.018 0.043 -0.4474
C 3.2782 4.1722 0.1262 0.070 0.002 0.022 -1.0609
C 3.0031 2.7946 0.1907 0.029 -0.201 -0.120 1.1461
S 1.3447 2.3767 0.5186 -0.595 -0.049 -0.074 -0.3887
H 6.1317 1.6617 -0.3801 -0.014 -0.003 -0.003 0.4278
H 6.5877 4.1062 -0.5626 0.014 -0.043 0.027 0.3586
H 4.7331 5.7084 -0.1661 -0.021 0.000 -0.034 0.3388
H 2.4558 4.8577 0.2904 0.020 0.022 -0.025 0.4244
C 2.8751 -4.3734 -1.0662 -0.008 0.065 -0.009 -1.1468
C 1.8477 -4.2466 0.0653 0.261 -0.212 -0.177 -0.4997
C 1.3337 -2.8918 0.1539 -0.172 -0.048 0.104 0.1861
N 0.9503 -1.8197 0.2204 0.192 -1.551 0.214 0.0622
H 3.2612 -5.3914 -1.1079 -0.009 -0.005 0.022 0.3707
H 3.7035 -3.6855 -0.9038 -0.002 0.009 -0.005 0.3249
H 2.4170 -4.1332 -2.0247 0.002 0.008 0.001 0.3151
H 2.3064 -4.4978 1.0235 -0.065 0.008 0.015 0.3060
H 1.0124 -4.9300 -0.0988 -0.042 0.048 0.058 0.2862
```
Forces are in eV/Å.

Properties
- charge = -1
- Kohn-Sham gap (spin up / spin down) (eV) = 6.6 / 6.7
- HOMO (spin up / spin down) (eV) = -4.11 / -4.17
- expectation value of S² = 0.77
- largest force on an atom (eV/A) = 2.71
- multiplicity = 2
- molar mass (g mol⁻¹) = 561.718


Below is a 2-piece molecular cluster, C3H10N3O2 overall, with properties calculated with ωB97M-V/def2-TZVPD.

Structure (XYZ):
```
18
Properties=species:S:1:pos:R:3:forces:R:3:mulliken_charge:R:1
N 1.8042 0.4431 -1.2020 -1.955 -1.037 -0.679 -0.4696
C 1.7913 -0.4952 -0.2010 -0.268 0.505 1.013 0.6844
O 2.5110 -0.1831 0.9015 -1.166 -0.932 -1.274 -0.3775
O 1.0735 -1.5073 -0.2765 0.538 0.688 0.591 -0.7243
H 1.6678 1.3952 -0.8940 0.596 0.268 -0.170 0.2779
H 1.0520 0.1496 -1.8727 1.411 0.652 0.363 0.2956
H 2.9904 0.6345 0.7284 0.544 0.101 0.136 0.3654
C -1.6057 0.9813 0.4232 0.875 4.334 -0.309 -0.0326
C -2.0453 -0.1736 -0.0866 -0.127 -3.766 -0.785 -0.1641
N -1.4250 -1.3912 0.4933 -0.839 1.966 1.218 -0.1222
N -1.9551 2.2029 -0.1298 -2.053 -3.020 1.485 -0.2392
H -0.8829 1.0403 1.2461 -0.408 -0.139 -0.065 0.3911
H -2.7569 -0.3608 -0.9086 0.389 0.387 0.410 0.3479
H -0.4390 -1.4761 0.1270 1.652 -0.131 -0.504 0.2012
H -1.3259 -1.2573 1.5264 -0.005 -0.422 -0.653 0.4468
H -1.8693 -2.2767 0.3326 -0.837 -0.668 -0.352 0.4204
H -2.7334 2.1119 -0.8094 0.737 0.500 -0.107 0.3414
H -2.1900 2.9043 0.5801 0.916 0.712 -0.319 0.3574
```
Forces are in eV/Å.

Properties
- charge = +2
- Kohn-Sham gap (spin up / spin down) (eV) = 9.3 / 5.2
- HOMO (spin up / spin down) (eV) = -18.45 / -18.42
- expectation value of S² = 0.77
- largest force on an atom (eV/A) = 4.43
- multiplicity = 2
- molar mass (g mol⁻¹) = 120.132


Below is C8H8AuN3OS as an isolated structure, with properties calculated with ωB97M-V/def2-TZVPD.

Structure (XYZ):
```
22
Properties=species:S:1:pos:R:3:forces:R:3:mulliken_charge:R:1
Au -1.4723 -1.3691 0.3440 -4.422 -8.017 -3.217 0.6902
N 0.4357 -2.8555 3.6005 0.998 -0.984 1.038 -0.4514
C 0.1359 -2.1188 2.4938 -0.361 1.235 -1.722 -0.0912
S -1.4289 -1.4207 2.6230 -0.083 0.198 3.120 -0.5013
N 0.9497 -2.0769 1.4743 0.812 -0.842 1.192 -0.8312
N 0.4608 -1.3477 0.3874 2.827 0.043 1.469 0.0095
C 1.1767 -0.3086 0.1261 0.265 0.553 -0.667 -0.7697
C 0.6357 0.7047 -0.7920 1.891 -0.703 -0.309 0.8197
C 1.4770 1.2983 -1.7428 -1.226 -0.130 0.445 -0.6218
C 0.9505 2.2450 -2.6141 0.212 0.378 -0.362 -0.3775
C -0.3940 2.5918 -2.5087 -0.358 -0.651 0.875 -0.4770
C -1.2049 1.9972 -1.5278 -0.253 1.098 -1.050 -0.4692
C -0.7283 1.0337 -0.6220 -0.294 0.452 0.041 -0.1543
O -1.4509 0.5008 0.2924 0.259 9.196 -0.838 -0.6958
H -0.4653 -2.9782 4.0496 0.281 -0.370 0.262 0.2155
H 0.8493 -3.7161 3.2841 0.275 -0.548 0.272 0.2690
H 2.1531 -0.1173 0.5974 -0.472 -0.387 0.125 0.3087
H 2.5147 0.9966 -1.8078 0.085 -0.058 0.044 0.3507
H 1.5762 2.7017 -3.3708 0.058 0.070 -0.081 0.3157
H -0.8301 3.3236 -3.1789 0.003 0.045 -0.073 0.3199
H -2.2520 2.2855 -1.4522 0.114 -0.042 0.024 0.3488
H -3.0879 -1.3691 0.3440 -0.613 -0.535 -0.589 -0.2070
```
Forces are in eV/Å.

Properties
- charge = -2
- Kohn-Sham gap (spin up / spin down) (eV) = 3.8 / 3.8
- HOMO (spin up / spin down) (eV) = 2.01 / 2.02
- largest force on an atom (eV/A) = 9.70
- molar mass (g mol⁻¹) = 391.206


Below is one molecule with the formula C3H7NO2, with properties calculated with ωB97M-V/def2-TZVPD.

Structure (XYZ):
```
13
Properties=species:S:1:pos:R:3:forces:R:3:mulliken_charge:R:1
C 1.0359 0.6319 0.4278 -0.413 0.015 -1.482 -0.7177
C 0.3673 -0.2644 -0.3405 -0.359 2.050 2.055 0.6620
N 0.8063 -1.5567 -0.3589 1.692 -1.527 2.352 -0.3890
O 0.8772 -1.8567 1.2752 -1.777 -0.015 -1.896 -0.4823
O -0.8954 -0.1130 -0.8321 0.189 -0.257 -0.256 -0.3584
C -1.5322 1.1395 -0.6539 0.051 0.077 -0.085 -0.7687
H 0.6407 1.5971 0.6859 -0.101 0.143 -0.104 0.2975
H 2.0408 0.4064 0.7335 0.008 -0.156 0.158 0.2212
H 0.0841 -2.1700 -0.7409 0.081 -0.119 0.722 0.3254
H 1.7068 -2.1767 1.6621 0.488 -0.118 -1.483 0.3103
H -2.4502 1.0930 -1.2383 0.077 0.021 0.078 0.2226
H -0.9074 1.9597 -1.0209 -0.020 -0.063 0.020 0.3458
H -1.7740 1.3098 0.4010 0.081 -0.051 -0.078 0.3314
```
Forces are in eV/Å.

Properties
- Kohn-Sham gap (eV) = 8.9
- HOMO (eV) = -8.44
- largest force on an atom (eV/A) = 3.28
- molar mass (g mol⁻¹) = 89.094